{
  "formula": "H14O7",
  "method": "ωB97M-V/def2-TZVPD",
  "smiles": "O.O.O.O.O.O.O",
  "mol_weight_g_mol": 126.10,
  "homo_ev": -10.7,
  "relative_energy_kcal_mol": 41.94,
  "multiplicity": 1,
  "charge": 0,
  "elements": ["O", "H", "H", "O", "H", "H", "O", "H", "H", "O", "H", "H", "O", "H", "H", "O", "H", "H", "O", "H", "H"],
  "xyz": [[5.125, 11.814, 15.016], [5.548, 10.967, 15.159], [5.850, 12.421, 14.866], [6.473, 9.501, 15.714], [6.067, 9.093, 14.949], [7.385, 9.211, 15.685], [4.020, 6.932, 12.589], [3.505, 6.470, 13.251], [4.568, 7.536, 13.089], [8.972, 6.461, 16.386], [8.871, 7.410, 16.454], [8.101, 6.144, 16.146], [9.923, 9.417, 15.887], [10.406, 9.136, 15.109], [10.586, 9.813, 16.451], [6.034, 8.820, 13.093], [6.841, 9.281, 12.865], [5.714, 8.471, 12.261], [5.444, 9.810, 18.774], [4.876, 9.276, 19.329], [5.384, 9.404, 17.909]],
  "lowdin_charge": [-0.06, -0.04, 0.03, -0.04, 0.01, 0.03, -0.04, 0.04, -0.01, -0.05, -0.01, 0.03, -0.03, 0.05, 0.05, -0.04, 0.07, 0.05, -0.05, 0.03, 0.00]
}

{
  "formula": "C18H36FN2O7PS2",
  "method": "ωB97M-V/def2-TZVPD",
  "smiles": "COCCC[C@@H]1[C@H](C[C@H](C)F)[C@H]([PH2]=N)S(=O)(=O)O[C@@H]1CCCS(=O)(=O)O.CCCC#N",
  "mol_weight_g_mol": 506.60,
  "homo_ev": -9.1,
  "multiplicity": 1,
  "charge": 0,
  "elements": ["C", "O", "C", "C", "C", "C", "C", "C", "C", "C", "F", "C", "P", "N", "S", "O", "O", "O", "C", "C", "C", "C", "S", "O", "O", "O", "H", "H", "H", "H", "H", "H", "H", "H", "H", "H", "H", "H", "H", "H", "H", "H", "H", "H", "H", "H", "H", "H", "H", "H", "H", "H", "H", "H", "H", "C", "C", "C", "C", "N", "H", "H", "H", "H", "H", "H", "H"],
  "xyz": [[4.982, -3.390, 0.863], [3.967, -3.098, -0.069], [4.305, -2.040, -0.944], [3.066, -1.581, -1.710], [1.742, -1.538, -0.926], [1.224, -0.121, -0.655], [2.200, 0.674, 0.253], [2.794, -0.055, 1.477], [2.009, -0.428, 2.733], [1.050, -1.596, 2.635], [1.290, 0.678, 3.210], [1.695, 2.128, 0.462], [2.785, 3.204, 1.488], [4.191, 3.363, 0.831], [-0.034, 2.235, 0.882], [-0.719, 2.761, -0.266], [-0.214, 2.837, 2.158], [-0.390, 0.710, 1.034], [-0.263, -0.052, -0.219], [-1.032, -1.342, -0.036], [-2.467, -1.073, 0.408], [-3.339, -2.291, 0.134], [-5.018, -2.079, 0.709], [-5.896, -2.212, -0.404], [-5.129, -0.963, 1.595], [-5.151, -3.393, 1.626], [5.978, -3.365, 0.408], [4.796, -4.395, 1.242], [4.968, -2.683, 1.704], [5.066, -2.379, -1.659], [4.756, -1.216, -0.373], [2.932, -2.235, -2.573], [3.298, -0.592, -2.120], [0.994, -2.066, -1.515], [1.844, -2.099, 0.004], [1.258, 0.394, -1.623], [3.078, 0.832, -0.381], [3.660, 0.539, 1.790], [3.212, -0.998, 1.120], [2.760, -0.644, 3.500], [0.072, -1.243, 2.313], [1.422, -2.351, 1.938], [0.929, -2.071, 3.609], [1.780, 2.627, -0.508], [2.763, 2.566, 2.726], [1.967, 4.325, 1.694], [4.454, 4.310, 0.591], [-0.824, 0.508, -0.960], [-1.047, -1.823, -1.018], [-0.533, -2.028, 0.655], [-2.512, -0.798, 1.461], [-2.858, -0.223, -0.156], [-3.442, -2.453, -0.938], [-2.950, -3.196, 0.599], [-5.614, -3.140, 2.441], [-5.496, 2.757, -3.041], [-4.499, 3.396, -2.085], [-3.045, 3.238, -2.546], [-2.653, 1.832, -2.637], [-2.349, 0.725, -2.628], [-5.336, 1.680, -3.116], [-6.518, 2.916, -2.696], [-5.410, 3.182, -4.043], [-4.599, 2.961, -1.089], [-4.698, 4.464, -1.987], [-2.356, 3.709, -1.843], [-2.898, 3.698, -3.526]],
  "lowdin_charge": [-0.11, -0.21, -0.24, -0.14, -0.14, -0.19, -0.26, -0.10, -0.34, -0.01, -0.04, -0.41, 0.73, -0.29, 0.60, -0.27, -0.26, -0.21, -0.27, -0.15, -0.21, -0.21, 0.60, -0.27, -0.28, -0.17, 0.09, 0.09, 0.09, 0.13, 0.12, 0.11, 0.12, 0.11, 0.09, 0.15, 0.13, 0.11, 0.09, 0.14, 0.06, 0.08, 0.09, 0.11, 0.01, 0.02, -0.04, 0.09, 0.13, 0.10, 0.12, 0.11, 0.11, 0.11, 0.10, -0.11, -0.25, -0.18, -0.21, 0.18, 0.07, 0.07, 0.08, 0.11, 0.11, 0.10, 0.12]
}

{
  "formula": "C4H5N2O5P",
  "method": "ωB97M-V/def2-TZVPD",
  "mol_weight_g_mol": 192.07,
  "homo_ev": -0.4,
  "relative_energy_kcal_mol": 38.15,
  "multiplicity": 1,
  "charge": -2,
  "elements": ["C", "C", "C", "C", "N", "N", "O", "O", "O", "O", "O", "P", "H", "H", "H", "H", "H"],
  "xyz": [[-0.148, -1.838, 2.780], [-1.067, -1.023, 0.209], [1.076, 0.144, -0.410], [-1.029, 1.361, -0.478], [-0.744, -1.807, 1.237], [-0.294, 0.164, -0.013], [1.341, -0.022, -1.853], [1.338, 2.630, -1.880], [-0.448, -2.868, 3.341], [-2.091, -1.240, -0.434], [3.450, 1.404, -1.077], [1.968, 1.441, -1.280], [1.631, -0.523, 0.277], [-1.340, 1.357, -1.495], [-2.021, 1.181, 0.025], [-0.310, 2.209, -0.157], [-1.311, -2.570, 1.208]],
  "lowdin_charge": [-0.36, -0.60, -0.37, -0.09, 0.05, -0.10, -0.22, -0.38, -0.19, -0.02, -0.41, 0.31, 0.12, 0.05, 0.08, 0.10, 0.02]
}

{
  "formula": "C3H7NO3S",
  "method": "ωB97M-V/def2-TZVPD",
  "mol_weight_g_mol": 137.16,
  "homo_ev": [-8.8, -9.1],
  "relative_energy_kcal_mol": 124.34,
  "multiplicity": 1,
  "charge": 0,
  "elements": ["C", "C", "C", "N", "O", "O", "O", "S", "H", "H", "H", "H", "H", "H", "H"],
  "xyz": [[0.872, -0.033, 1.229], [0.476, -0.566, -0.185], [-0.853, 2.346, -1.065], [1.379, -1.379, -0.846], [-1.334, -2.434, 1.196], [-2.228, -0.438, -0.065], [-0.448, -0.183, 1.771], [-1.148, -1.067, 0.593], [1.601, -0.575, 1.863], [1.096, 1.057, 1.054], [-0.191, 2.476, -0.230], [-1.450, 1.501, -1.277], [-0.891, 3.143, -1.806], [1.086, -1.802, -1.763], [2.031, -2.044, -0.469]],
  "lowdin_charge": [-0.18, -0.26, 0.11, 0.06, -0.31, -0.28, -0.25, 0.72, 0.13, 0.12, -0.02, -0.04, -0.01, 0.12, 0.10]
}